# CH4INS

A molecular structure, CH4INS (ωB97M-V/def2-TZVPD, the Open Molecules 2025 dataset).

Properties
**Kohn-Sham gap**: 0.29337 hartree
**Energy relative to the best compared isomer or geometry (same formula, charge and spin)**: 1.4575 eV
**Maximum force**: 2.278 eV/A
**HOMO energy**: -8.5 eV
**Electronic energy**: -791.06283 Eh
**Lowest unoccupied orbital energy**: -0.5 eV

CARTESIAN COORDINATES (ANGSTROEM)
C 0.17 -0.22 0.67
N 1.09 0.40 -0.23
S 0.74 2.07 0.07
I 3.06 -0.15 0.00
H 0.36 -1.31 0.49
H 0.29 0.10 1.72
H -0.89 0.06 0.44
H 1.85 2.65 -0.35

=====

# CH4IOP

2 unconnected molecules or ions with the total composition CH4IOP (ωB97M-V/def2-TZVPD, the Open Molecules 2025 dataset).

Properties
**Kohn-Sham gap (spin up / spin down)**: 0.33140 / 0.17966 hartree
**Energy relative to the best compared isomer or geometry (same formula, charge and spin)**: 2.6543 eV
**Maximum force**: 4.101 eV/A
**HOMO energy (spin up / spin down)**: -9.8 / -7.9 eV
**Electronic energy**: -754.68490 Eh
**Lowest unoccupied orbital energy (spin up / spin down)**: -0.8 / -3.1 eV

CARTESIAN COORDINATES (ANGSTROEM)
C -1.38 0.39 -0.13
O -0.27 -0.22 0.56
P 0.64 -1.48 0.15
I 4.17 0.61 -0.02
H -1.06 1.39 -0.16
H -2.38 0.11 0.23
H -1.50 0.02 -1.25
H 1.78 -0.82 0.62

=====

# CH4IOPS

2 unconnected molecules or ions with the total composition CH4IOPS (ωB97M-V/def2-TZVPD, the Open Molecules 2025 dataset).

Properties
**Kohn-Sham gap**: 0.30751 hartree
**Energy relative to the best compared isomer or geometry (same formula, charge and spin)**: 3.7215 eV
**Maximum force**: 3.331 eV/A
**HOMO energy**: -9.0 eV
**Electronic energy**: -1152.90077 Eh
**Lowest unoccupied orbital energy**: -0.6 eV

CARTESIAN COORDINATES (ANGSTROEM)
C -1.42 1.41 -0.33
P -2.00 -0.13 -0.15
I -4.45 0.26 0.00
H -0.38 1.59 -0.73
H -1.92 2.25 -0.06
O 2.88 -1.19 1.03
S 2.39 -1.53 -0.55
H 3.80 -1.45 1.20
H 1.10 -1.22 -0.41

=====

# CH4IPS

CH4IPS in the gas phase (ωB97M-V/def2-TZVPD, the Open Molecules 2025 dataset).

Properties
**Kohn-Sham gap**: 0.33310 hartree
**Energy relative to the best compared isomer or geometry (same formula, charge and spin)**: 0.0000 eV
**Maximum force**: 2.012 eV/A
**HOMO energy**: -9.1 eV
**Electronic energy**: -1077.75610 Eh
**Lowest unoccupied orbital energy**: -0.1 eV

CARTESIAN COORDINATES (ANGSTROEM)
C -0.60 0.99 -0.17
P 0.44 -0.12 0.87
S -0.20 -2.05 -0.24
I 2.62 0.41 -0.10
H -0.38 2.03 0.06
H -1.65 0.78 0.06
H -0.43 0.80 -1.23
H 0.20 -2.83 0.76